DFT (ωB97M-V with the def2-TZVPD basis set) results for an isolated molecule of C18H19N3O2S at a distorted geometry.

Computed properties:
F_max in Eh/bohr: 0.02348
Structure (SMILES): O=S(=O)(c1ccccc1)N1CCC(n2cnc3ccccc32)CC1
Relative energy (zero: lowest compared OMol25 entry of this formula, charge and spin) in kJ/mol: 175.4

Bonds (Å) are listed after each position.
Positions of all 43 atoms, in Å:
1 O 0.95 1.34 -0.78  S2 1.440
2 S 1.82 0.23 -1.10  O1 1.440, O3 1.432, C4 1.788, N10 1.683
3 O 1.87 -0.21 -2.46  S2 1.432
4 C 3.47 0.61 -0.52  S2 1.788, C5 1.380, C9 1.381
5 C 3.72 1.79 0.15  C4 1.380, C6 1.386, H25 1.079
6 C 5.00 2.05 0.60  C5 1.386, C7 1.386, H26 1.079
7 C 6.01 1.14 0.37  C6 1.386, C8 1.387, H27 1.080
8 C 5.75 -0.04 -0.31  C7 1.387, C9 1.384, H28 1.079
9 C 4.47 -0.31 -0.76  C4 1.381, C8 1.384, H29 1.078
10 N 1.49 -1.12 -0.14  S2 1.683, C11 1.450, C24 1.447
11 C 1.10 -0.81 1.22  N10 1.450, C12 1.535, H30 1.096, H31 1.092
12 C -0.40 -1.07 1.47  C11 1.535, C13 1.532, H32 1.091, H33 1.090
13 C -1.16 -0.73 0.18  C12 1.532, N14 1.439, C23 1.539, H34 1.095
14 N -2.58 -0.69 0.39  C13 1.439, C15 1.364, C22 1.375
15 C -3.37 -1.66 0.93  N14 1.364, N16 1.296, H35 1.073
16 N -4.63 -1.36 0.98  C15 1.296, C17 1.373
17 C -4.72 -0.10 0.45  N16 1.373, C18 1.391, C22 1.415
18 C -5.82 0.73 0.25  C17 1.391, C19 1.378, H36 1.078
19 C -5.61 1.96 -0.32  C18 1.378, C20 1.397, H37 1.080
20 C -4.33 2.38 -0.70  C19 1.397, C21 1.380, H38 1.080
21 C -3.22 1.58 -0.51  C20 1.380, C22 1.386, H39 1.080
22 C -3.43 0.34 0.06  N14 1.375, C17 1.415, C21 1.386
23 C -0.78 -1.73 -0.92  C13 1.539, C24 1.537, H40 1.092, H41 1.090
24 C 0.70 -2.15 -0.77  N10 1.447, C23 1.537, H42 1.093, H43 1.090
25 H 2.91 2.49 0.30  C5 1.079
26 H 5.21 2.97 1.12  C6 1.079
27 H 7.01 1.34 0.72  C7 1.080
28 H 6.54 -0.75 -0.49  C8 1.079
29 H 4.23 -1.21 -1.30  C9 1.078
30 H 1.71 -1.40 1.91  C11 1.096
31 H 1.32 0.25 1.38  C11 1.092
32 H -0.56 -2.12 1.73  C12 1.091
33 H -0.75 -0.46 2.29  C12 1.090
34 H -0.85 0.28 -0.13  C13 1.095
35 H -2.97 -2.60 1.27  C15 1.073
36 H -6.81 0.40 0.54  C18 1.078
37 H -6.44 2.63 -0.49  C19 1.080
38 H -4.21 3.36 -1.14  C20 1.080
39 H -2.23 1.92 -0.81  C21 1.080
40 H -1.42 -2.61 -0.86  C23 1.092
41 H -0.93 -1.26 -1.90  C23 1.090
42 H 0.79 -3.05 -0.17  C24 1.093
43 H 1.14 -2.33 -1.75  C24 1.090

***

DFT (ωB97M-V with the def2-TZVPD basis set) results for an isolated molecule of C18H19N5O3 at a distorted geometry.

Computed properties:
F_max in Eh/bohr: 0.02982
Structure (SMILES): COc1ccc(OCc2nc(C#N)c(NCCCn3ccnc3)o2)cc1
Relative energy (zero: lowest compared OMol25 entry of this formula, charge and spin) in kJ/mol: 277.0

Bonds (Å) are listed after each position.
Positions of all 45 atoms, in Å:
1 C -4.08 -1.40 1.40  O2 1.412, H27 1.089, H28 1.094, H29 1.095
2 O -3.61 -1.96 0.20  C1 1.412, C3 1.359
3 C -2.28 -2.21 0.06  O2 1.359, C4 1.389, C26 1.399
4 C -1.31 -1.98 1.04  C3 1.389, C5 1.389, H30 1.078
5 C 0.02 -2.28 0.80  C4 1.389, C6 1.386, H31 1.079
6 C 0.42 -2.81 -0.42  C5 1.386, O7 1.374, C25 1.397
7 O 1.69 -3.17 -0.77  C6 1.374, C8 1.405
8 C 2.75 -3.01 0.14  O7 1.405, C9 1.493, H32 1.100, H33 1.093
9 C 3.23 -1.60 0.22  C8 1.493, N10 1.283, O24 1.369
10 N 4.45 -1.20 0.24  C9 1.283, C11 1.379
11 C 4.40 0.18 0.32  N10 1.379, C12 1.396, C14 1.387
12 C 5.50 1.03 0.36  C11 1.396, N13 1.148
13 N 6.37 1.78 0.39  C12 1.148
14 C 3.06 0.55 0.33  C11 1.387, N15 1.351, O24 1.346
15 N 2.45 1.75 0.47  C14 1.351, C16 1.445, H34 1.008
16 C 1.05 1.91 0.16  N15 1.445, C17 1.536, H35 1.092, H36 1.094
17 C 0.81 2.56 -1.20  C16 1.536, C18 1.536, H37 1.092, H38 1.092
18 C -0.59 2.22 -1.75  C17 1.536, N19 1.436, H39 1.094, H40 1.095
19 N -1.60 2.37 -0.75  C18 1.436, C20 1.367, C23 1.353
20 C -2.08 3.53 -0.21  N19 1.367, C21 1.365, H41 1.070
21 C -2.95 3.16 0.78  C20 1.365, N22 1.359, H42 1.071
22 N -3.01 1.80 0.86  C21 1.359, C23 1.304
23 C -2.19 1.36 -0.06  N19 1.353, N22 1.304, H43 1.072
24 O 2.32 -0.58 0.27  C9 1.369, C14 1.346
25 C -0.55 -3.03 -1.41  C6 1.397, C26 1.375, H44 1.078
26 C -1.87 -2.74 -1.17  C3 1.399, C25 1.375, H45 1.078
27 H -5.16 -1.35 1.29  C1 1.089
28 H -3.83 -2.03 2.26  C1 1.094
29 H -3.69 -0.39 1.55  C1 1.095
30 H -1.58 -1.55 1.99  C4 1.078
31 H 0.73 -2.09 1.58  C5 1.079
32 H 2.46 -3.36 1.14  C8 1.100
33 H 3.57 -3.62 -0.22  C8 1.093
34 H 3.04 2.56 0.40  N15 1.008
35 H 0.59 0.91 0.18  C16 1.092
36 H 0.59 2.51 0.95  C16 1.094
37 H 0.92 3.65 -1.11  C17 1.092
38 H 1.55 2.21 -1.92  C17 1.092
39 H -0.60 1.18 -2.09  C18 1.094
40 H -0.81 2.87 -2.61  C18 1.095
41 H -1.78 4.49 -0.57  C20 1.070
42 H -3.53 3.78 1.43  C21 1.071
43 H -2.01 0.33 -0.28  C23 1.072
44 H -0.24 -3.44 -2.35  C25 1.078
45 H -2.62 -2.91 -1.92  C26 1.078

***

DFT (ωB97M-V with the def2-TZVPD basis set) results for an isolated molecule of C18H19NO4 at a distorted geometry.

Computed properties:
F_max in Eh/bohr: 0.02454
Structure (SMILES): CCCCOc1ccc(C(=O)Nc2ccc3c(c2)OCO3)cc1
Relative energy (zero: lowest compared OMol25 entry of this formula, charge and spin) in kJ/mol: 154.0

Bonds (Å) are listed after each position.
Positions of all 42 atoms, in Å:
1 C 1.03 -0.91 -6.59  C2 1.525, H24 1.087, H25 1.088, H26 1.087
2 C 0.18 -2.15 -6.34  C1 1.525, C3 1.528, H27 1.092, H28 1.092
3 C -0.16 -2.36 -4.87  C2 1.528, C4 1.530, H29 1.092, H30 1.092
4 C 1.06 -2.76 -4.03  C3 1.530, O5 1.415, H31 1.095, H32 1.094
5 O 0.71 -3.06 -2.69  C4 1.415, C6 1.355
6 C 0.47 -2.06 -1.82  O5 1.355, C7 1.393, C23 1.399
7 C 0.61 -0.70 -2.07  C6 1.393, C8 1.381, H33 1.078
8 C 0.34 0.22 -1.07  C7 1.381, C9 1.391, H34 1.080
9 C -0.05 -0.18 0.20  C8 1.391, C10 1.489, C22 1.395
10 C -0.33 0.88 1.20  C9 1.489, O11 1.214, N12 1.369
11 O -0.70 1.99 0.88  C10 1.214
12 N -0.10 0.49 2.49  C10 1.369, C13 1.396, H35 1.010
13 C -0.27 1.21 3.68  N12 1.396, C14 1.393, C18 1.401
14 C 0.10 0.59 4.87  C13 1.393, C15 1.391, H36 1.080
15 C -0.03 1.22 6.10  C14 1.391, C16 1.373, H37 1.077
16 C -0.55 2.49 6.10  C15 1.373, C17 1.396, O21 1.373
17 C -0.93 3.11 4.91  C16 1.396, C18 1.372, O19 1.368
18 C -0.80 2.50 3.69  C13 1.401, C17 1.372, H38 1.075
19 O -1.42 4.36 5.19  C17 1.368, C20 1.411
20 C -1.33 4.50 6.59  O19 1.411, O21 1.411, H39 1.102, H40 1.102
21 O -0.79 3.33 7.16  C16 1.373, C20 1.411
22 C -0.21 -1.54 0.44  C9 1.395, C23 1.377, H41 1.081
23 C 0.04 -2.46 -0.55  C6 1.399, C22 1.377, H42 1.079
24 H 2.01 -1.00 -6.13  C1 1.087
25 H 0.55 -0.02 -6.18  C1 1.088
26 H 1.18 -0.76 -7.65  C1 1.087
27 H 0.70 -3.03 -6.72  C2 1.092
28 H -0.75 -2.05 -6.90  C2 1.092
29 H -0.60 -1.45 -4.46  C3 1.092
30 H -0.90 -3.16 -4.78  C3 1.092
31 H 1.84 -1.99 -4.06  C4 1.095
32 H 1.48 -3.69 -4.42  C4 1.094
33 H 0.93 -0.34 -3.04  C7 1.078
34 H 0.44 1.28 -1.27  C8 1.080
35 H 0.28 -0.44 2.62  N12 1.010
36 H 0.51 -0.41 4.84  C14 1.080
37 H 0.26 0.73 7.02  C15 1.077
38 H -1.09 2.99 2.78  C18 1.075
39 H -0.68 5.36 6.84  C20 1.102
40 H -2.34 4.68 7.01  C20 1.102
41 H -0.57 -1.90 1.40  C22 1.081
42 H -0.08 -3.52 -0.37  C23 1.079